Run w
Density functional theory data (the ωB97M-V functional and the def2-TZVPD basis) for one molecule with the formula C3H7N.

Output
- LUMO energy (eV) = 1.26
- molar mass (Da) = 57.1
- spin multiplicity = 1
- SMILES = C/C=C/N

Atoms and positions in Å:
C (-0.162, 0.502, 0.078)
C (0.100, 1.087, -1.277)
H (1.059, -1.148, -0.143)
H (0.239, 0.353, -2.067)
H (-0.704, 1.780, -1.524)
N (-0.136, -1.360, 1.633)
H (-0.597, 1.170, 0.814)
H (-0.013, -2.340, 1.432)
H (-1.054, -1.076, 1.930)
C (0.278, -0.695, 0.460)
H (0.991, 1.727, -1.336)

Charges per atom according to Mulliken partitioning, unit e: C -0.17; C -1.13; H 0.31; H 0.31; H 0.31; N -0.56; H 0.30; H 0.24; H 0.24; C -0.13; H 0.26

Run x
Density functional theory data (the ωB97M-V functional and the def2-TZVPD basis) for one molecule with the formula C3H7N.

Output
- LUMO energy (eV) = 1.13
- molar mass (Da) = 57.1
- spin multiplicity = 1
- SMILES = C=NCC

Atoms and positions in Å:
H (1.460, 1.102, 0.026)
C (1.483, 0.075, 0.410)
C (-0.824, -0.392, 0.189)
C (-0.979, 0.653, -0.937)
H (-0.633, 1.631, -0.610)
H (-1.339, -1.307, -0.100)
N (0.533, -0.735, 0.546)
H (2.485, -0.300, 0.594)
H (-2.026, 0.718, -1.229)
H (-1.333, 0.023, 1.064)
H (-0.406, 0.273, -1.779)

Charges per atom according to Mulliken partitioning, unit e: H 0.20; C -0.24; C -0.22; C -1.13; H 0.32; H 0.30; N -0.44; H 0.27; H 0.35; H 0.26; H 0.33

Relative energies, eV: run w 0.000; run x 0.088.

Run w
Density functional theory data (the ωB97M-V functional and the def2-TZVPD basis) for one molecule with the formula C3H7N.

Output
- LUMO energy (eV) = 1.13
- molar mass (Da) = 57.1
- spin multiplicity = 1
- SMILES = C=CNC

Atoms and positions in Å:
H (1.294, 1.677, -1.773)
H (-0.201, 0.769, -2.537)
N (-0.732, 0.101, 0.173)
C (0.593, 0.843, -1.800)
H (1.363, -0.286, -0.158)
C (0.494, 0.232, -0.588)
H (-1.009, -0.174, 2.358)
H (-1.295, -0.522, -0.406)
H (-0.635, -1.618, 1.514)
C (-0.482, -0.533, 1.495)
H (0.610, -0.490, 1.723)

Charges per atom according to Mulliken partitioning, unit e: H 0.23; H 0.24; N -0.34; C -0.65; H 0.25; C -0.09; H 0.29; H 0.26; H 0.27; C -0.71; H 0.24

Run x
Density functional theory data (the ωB97M-V functional and the def2-TZVPD basis) for one molecule with the formula C3H7N.

Output
- LUMO energy (eV) = 1.27
- molar mass (Da) = 57.1
- spin multiplicity = 1
- SMILES = CN1CC1

Atoms and positions in Å:
C (1.067, -0.708, 0.443)
C (-0.374, 1.202, -0.250)
N (0.419, -0.011, -0.562)
H (-1.459, -0.633, 0.466)
H (2.108, -0.460, 0.301)
H (-1.529, -0.364, -1.404)
H (0.974, -1.786, 0.138)
H (-0.479, 1.363, 0.857)
H (0.666, -0.570, 1.414)
C (-1.017, -0.094, -0.480)
H (-0.375, 2.060, -0.923)

Charges per atom according to Mulliken partitioning, unit e: C -0.81; C -0.35; N -0.32; H 0.19; H 0.28; H 0.25; H 0.28; H 0.21; H 0.36; C -0.34; H 0.26

Relative energies, eV: run w 0.766; run x 0.000.

Run w
Density functional theory data (the ωB97M-V functional and the def2-TZVPD basis) for an isolated ion of composition C4H7N2O2 and charge +1.

Output
- LUMO energy (spin up / spin down) (eV) = -5.51 / -5.51
- molar mass (Da) = 115.1
- spin multiplicity = 1
- SMILES = C#CC[C@@]([NH3+])(O)N=O
- net charge = +1

Atoms and positions in Å:
C (-0.103, -1.752, 0.485)
H (-1.508, -0.480, 1.162)
C (-0.946, -0.574, 0.232)
O (0.595, 1.252, 1.218)
O (1.842, -0.716, -0.514)
H (1.041, -3.585, 0.521)
H (-1.519, 1.455, -0.665)
N (1.104, 0.153, -1.008)
C (0.133, 0.641, 0.001)
H (1.410, 0.845, 1.475)
H (-0.158, 1.618, -1.624)
H (-0.326, 2.686, -0.306)
C (0.651, -2.654, 0.313)
H (-1.639, -0.674, -0.553)
N (-0.577, 1.785, -0.736)

Charges per atom according to Mulliken partitioning, unit e: C -0.77; H 0.36; C -0.60; O -0.51; O -0.23; H 0.46; H 0.33; N -0.21; C 0.62; H 0.39; H 0.34; H 0.35; C 0.10; H 0.52; N -0.16

Run x
Density functional theory data (the ωB97M-V functional and the def2-TZVPD basis) for an isolated ion of composition C4H7N2O2 and charge +1.

Output
- LUMO energy (eV) = -5.32
- molar mass (Da) = 115.1
- spin multiplicity = 1
- SMILES = N[C@@H](C=[NH2+])OC=C=O
- net charge = +1

Atoms and positions in Å:
H (2.442, 0.139, -0.083)
C (-2.501, -0.926, -0.793)
H (0.534, 0.083, -1.568)
N (2.309, 0.857, 0.703)
H (0.395, -1.232, 1.024)
H (-2.532, 1.092, -0.792)
O (-3.060, -1.791, -1.289)
N (0.582, -0.595, -0.896)
C (1.082, 0.691, 1.125)
H (-0.091, -1.356, -1.254)
C (0.172, -0.239, 0.448)
H (3.062, 1.495, 1.074)
O (-1.116, 0.349, 0.688)
C (-1.992, 0.174, -0.347)
H (0.715, 1.257, 1.961)

Charges per atom according to Mulliken partitioning, unit e: H 0.34; C 0.78; H 0.25; N -0.23; H 0.29; H 0.25; O -0.28; N -0.70; C -0.29; H 0.26; C 0.53; H 0.29; O -0.34; C -0.61; H 0.45

Run y
Density functional theory data (the ωB97M-V functional and the def2-TZVPD basis) for an isolated ion of composition C4H7N2O2 and charge +1.

Output
- LUMO energy (eV) = -5.93
- molar mass (Da) = 115.1
- spin multiplicity = 1
- SMILES = N/C=C\[NH2+]C(=O)C=O
- net charge = +1

Atoms and positions in Å:
N (-2.016, 0.814, -0.794)
H (-0.808, -1.064, 1.624)
C (2.595, 0.310, 0.474)
H (0.179, -1.223, -0.975)
C (-1.888, 0.038, 0.236)
N (0.476, -0.838, -0.052)
H (-2.867, 1.459, -0.968)
H (2.977, 1.305, 0.460)
H (-1.369, 0.962, -1.583)
C (-0.815, -0.733, 0.636)
O (1.196, 0.931, -1.424)
H (0.892, -1.540, 0.597)
O (2.733, -0.571, 1.301)
C (1.459, 0.269, -0.495)
H (-2.745, -0.118, 0.964)

Charges per atom according to Mulliken partitioning, unit e: N -0.39; H 0.34; C 0.17; H 0.41; C 0.15; N -0.13; H 0.26; H 0.37; H 0.20; C -0.71; O -0.35; H 0.41; O -0.41; C 0.39; H 0.30

Relative energies, eV: run w 3.376; run x 0.499; run y 0.000.

Run w
Density functional theory data (the ωB97M-V functional and the def2-TZVPD basis) for C2H8Si as an isolated structure.

Output
- LUMO energy (eV) = 1.06
- molar mass (Da) = 60.2
- spin multiplicity = 1

Atoms and positions in Å:
H (1.325, 0.203, -0.763)
H (-0.288, 2.264, -0.593)
H (-0.932, -1.284, 1.699)
Si (-0.107, -1.393, 0.491)
H (0.407, 1.779, 0.723)
C (0.316, 0.072, -0.679)
H (1.295, -1.785, 0.912)
H (-1.041, 1.303, 0.554)
C (-0.155, 1.327, -0.045)
H (-0.594, -2.365, -0.382)
H (-0.227, -0.121, -1.917)

Charges per atom according to Mulliken partitioning, unit e: H 0.31; H 0.36; H -0.12; Si 0.43; H 0.43; C -0.44; H -0.11; H 0.36; C -1.33; H -0.14; H 0.26

Run x
Density functional theory data (the ωB97M-V functional and the def2-TZVPD basis) for one molecule with the formula C2H8Si.

Output
- LUMO energy (eV) = 1.15
- molar mass (Da) = 60.2
- spin multiplicity = 1
- SMILES = CC[SiH3]

Atoms and positions in Å:
C (-0.139, 0.004, -0.688)
H (1.716, -1.786, 0.332)
H (-1.151, 1.329, 0.680)
H (1.151, 0.007, 1.780)
H (-0.372, -1.036, -1.240)
Si (1.402, -0.359, 0.386)
H (2.559, 0.388, -0.118)
C (-1.365, 0.431, 0.101)
H (-1.668, -0.351, 0.796)
H (0.076, 0.726, -1.473)
H (-2.210, 0.646, -0.555)

Charges per atom according to Mulliken partitioning, unit e: C -0.50; H -0.12; H 0.33; H -0.13; H 0.26; Si 0.43; H -0.13; C -1.14; H 0.33; H 0.36; H 0.31

Relative energies, eV: run w 1.549; run x 0.000.